The following is a DFT calculation (the ωB97M-V functional and the def2-TZVPD basis) of C2H4NP in the gas phase.

Each line ends with the Löwdin charge.
CARTESIAN COORDINATES (ANGSTROEM)
C  -0.273  -0.464  0.226  -0.3693
C  -0.276  0.848  -0.391  -0.0976
N  0.755  -1.116  0.199  -0.5501
P  1.752  -2.102  0.699  0.6744
H  -1.079  -0.838  0.830  0.1184
H  0.318  0.907  -1.260  0.0570
H  0.162  1.509  0.298  0.0512
H  -1.359  1.255  -0.600  0.1160

Results
E ... -12915.0849 eV
Molecular weight ... 73.03 Da
Multiplicity ... 1
Frontier orbital gap ... 6.66 eV